[1]
14
Properties=species:S:1:pos:R:3:forces:R:3:nbo_charge:R:1 method="wB97M-V/def2-TZVPD" energy_ev=-7356.74992 spin_multiplicity=1 relative_energy_kcal_mol=126.96 homo_energy_ev=-9.381
C 1.9773 -0.3568 0.2027 1.9 3.1 -0.6 0.421
C 0.5308 -0.3322 0.5905 -2.5 2.2 0.4 -0.338
C -0.2197 1.1799 0.2448 4.7 -5.3 -8.2 -0.371
C -1.3496 0.3128 -0.1923 -4.8 -1.0 -3.2 -0.345
C -0.4607 -0.9519 -0.4635 -0.1 2.5 -1.6 -0.442
H 2.5302 -1.1266 0.7782 0.5 0.0 -0.8 0.129
H 0.1484 -0.6337 1.6566 1.6 0.3 -1.8 0.242
H -0.5443 1.7226 0.9411 -1.3 5.1 5.7 0.176
H 0.4610 1.6851 -0.7969 -2.3 -1.4 3.7 0.235
H -2.2482 0.5849 -1.3096 2.8 -0.4 3.3 0.156
H -2.2086 0.0834 0.6815 2.6 0.6 -2.1 0.207
H 0.0353 -1.0098 -1.5283 -1.2 0.2 2.1 0.220
H -1.2001 -1.6803 -0.2834 0.4 -2.2 0.4 0.225
O 2.5480 0.5227 -0.5213 -2.2 -3.8 2.6 -0.518

=====

[2]
14
Properties=species:S:1:pos:R:3:forces:R:3:nbo_charge:R:1 method="wB97M-V/def2-TZVPD" energy_ev=-7357.15620 spin_multiplicity=1 relative_energy_kcal_mol=117.59 homo_energy_ev=-8.640
C -1.7239 -0.6997 0.0825 0.0 0.0 0.0 -0.642
C -0.7576 0.3945 -0.3048 -0.2 -0.1 -0.2 0.108
O -0.2570 1.1381 0.8459 0.0 0.0 0.1 -0.510
C 1.0845 0.8642 0.5105 0.3 0.1 0.3 -0.041
C 1.3015 -1.0107 0.1709 0.0 0.1 -0.2 -0.255
C 0.6845 0.0004 -0.6915 0.0 -0.2 -0.2 -0.353
H -2.5792 -0.2789 0.6218 0.1 0.0 -0.1 0.220
H -1.2201 -1.4327 0.7176 -0.1 0.1 -0.1 0.240
H -2.0970 -1.2020 -0.8180 0.1 0.1 0.1 0.213
H -1.2094 1.1001 -1.0137 0.1 -0.1 0.1 0.177
H 1.7553 1.7137 0.3406 -0.2 -0.3 0.0 0.217
H 2.3814 -1.0075 -0.0831 -0.2 0.0 0.0 0.146
H 1.5408 0.1449 1.2814 0.1 0.4 0.2 0.258
H 1.0962 0.2758 -1.6602 -0.1 -0.1 0.0 0.221

=====

[3]
14
Properties=species:S:1:pos:R:3:forces:R:3:nbo_charge:R:1 method="wB97M-V/def2-TZVPD" energy_ev=-7357.62477 spin_multiplicity=1 relative_energy_kcal_mol=106.78 homo_energy_ev=-9.584
C 0.3894 1.7681 0.3787 0.6 0.5 0.2 -0.184
C 1.5456 1.4650 0.4602 -0.1 0.7 0.2 -0.287
H -0.5730 2.2095 0.3499 -0.1 -0.2 -0.1 0.240
H 2.5969 1.4069 0.5930 0.1 -0.3 -0.1 0.238
C -1.6239 -0.9540 -0.4526 -0.7 0.1 -0.1 -0.344
C -1.9496 0.2911 -0.1315 -0.8 -0.4 -0.2 -0.438
H -1.5580 -1.7246 0.3043 0.1 0.1 -0.1 0.204
H -1.5115 -1.2753 -1.4893 0.2 0.2 0.3 0.198
H -2.1498 1.0278 -0.9071 0.2 0.0 0.1 0.189
H -2.2036 0.5752 0.8926 0.3 -0.1 -0.3 0.193
C 1.7505 -1.1893 -0.0018 0.0 -0.5 -0.1 0.285
O 0.7931 -1.9076 -0.1192 0.5 0.1 0.0 -0.515
H 2.2504 -1.0408 0.9750 -0.1 0.0 -0.1 0.109
H 2.2210 -0.6854 -0.8669 -0.1 -0.1 0.0 0.113

=====

[4]
14
Properties=species:S:1:pos:R:3:forces:R:3:nbo_charge:R:1 method="wB97M-V/def2-TZVPD" energy_ev=-7357.39256 spin_multiplicity=1 relative_energy_kcal_mol=112.14 homo_energy_ev=-7.607
C -0.6732 -0.3872 -1.4691 0.0 0.3 0.0 -0.039
C 1.1348 0.7478 -0.6857 0.0 0.2 0.1 -0.562
C 1.1928 0.1071 0.6370 0.0 -0.1 0.0 -0.218
C 0.1313 -0.4262 1.2613 0.1 0.1 0.0 -0.248
C -1.2949 -0.3573 0.8092 0.0 0.0 0.2 -0.110
O -1.4956 0.0893 -0.5317 0.0 0.0 0.0 -0.489
H -0.9186 0.1498 -2.3960 0.1 -0.1 0.1 0.155
H 0.5063 -0.4024 -1.2609 0.0 -0.2 0.0 0.240
H 2.0969 0.8940 -1.1795 -0.1 -0.1 0.1 0.218
H 0.4951 1.6220 -0.7789 0.1 -0.1 0.0 0.223
H 2.1764 -0.0781 1.0664 -0.1 0.0 -0.1 0.212
H 0.2794 -0.9764 2.1889 0.0 0.1 -0.1 0.213
H -1.8609 0.3570 1.4183 0.1 -0.1 0.0 0.203
H -1.7699 -1.3393 0.9207 0.1 0.1 0.0 0.202